1.
{"formula": "C13H24BClN2O9S", "method": "ωB97M-V/def2-TZVPD", "charge": -2, "lumo_ev": 3.40, "multiplicity": 1, "species": ["C", "C", "O", "B", "O", "C", "N", "C", "C", "C", "O", "C", "C", "C", "Cl", "C", "C", "C", "N", "O", "S", "O", "O", "H", "H", "H", "H", "H", "H", "H", "H", "H", "H", "H", "H", "H", "H", "H", "H", "H", "H", "H", "H", "H", "H", "H", "H", "C", "O", "O", "O"], "coordinates": [[-3.630, 1.645, -2.877], [-2.144, 1.940, -2.288], [-1.875, 1.167, -1.069], [-1.139, -0.012, -1.444], [-1.564, -0.717, -2.615], [0.159, -0.447, -0.509], [1.444, 0.173, -0.942], [2.635, -0.657, -0.621], [1.474, 0.562, -2.375], [1.649, -0.470, -3.596], [1.414, 1.775, -2.717], [-0.183, 0.093, 0.969], [0.572, -0.652, 2.164], [-0.103, -0.099, 3.532], [0.411, 1.688, 3.628], [0.442, -0.829, 4.851], [0.772, 0.199, 6.063], [0.506, -2.250, 2.134], [-0.854, -2.719, 2.577], [0.961, -2.869, 0.910], [0.148, -2.302, -0.441], [0.692, -2.956, -1.695], [-1.314, -2.714, -0.380], [-4.200, 2.624, -2.944], [-4.149, 0.918, -2.158], [-3.544, 1.100, -3.878], [-1.332, 1.750, -3.093], [-2.119, 3.065, -2.106], [-1.191, -0.308, -3.426], [2.803, -1.545, -1.310], [3.548, 0.026, -0.762], [2.684, -1.027, 0.449], [2.653, -0.999, -3.597], [1.587, 0.125, -4.574], [0.784, -1.220, -3.650], [-1.308, -0.097, 1.119], [-0.047, 1.216, 0.941], [1.668, -0.312, 2.219], [-1.229, -0.088, 3.428], [1.395, -1.427, 4.700], [-0.426, -1.466, 5.252], [-0.087, 0.899, 6.290], [1.763, 0.739, 5.887], [0.965, -0.482, 6.970], [1.229, -2.612, 2.952], [-0.802, -2.941, 3.578], [-1.023, -3.574, 2.021], [-0.030, 4.044, -4.347], [-0.188, 4.583, -3.218], [-0.388, 2.843, -4.640], [0.511, 4.617, -5.362]]}

---

2.
{"formula": "C13H24Br2N3O10P2S2SiV", "method": "ωB97M-V/def2-TZVPD", "charge": -2, "lumo_ev": [4.05, 4.05], "multiplicity": 3, "e_above_lowest_ev": 2.348, "species": ["V", "Br", "C", "Br", "H", "H", "N", "C", "C", "P", "O", "O", "O", "P", "O", "O", "O", "H", "H", "H", "H", "H", "H", "H", "H", "O", "S", "O", "O", "O", "C", "C", "C", "C", "N", "C", "S", "N", "H", "H", "H", "H", "H", "C", "Si", "C", "C", "C", "C", "H", "H", "H", "H", "H", "H", "H", "H", "H"], "coordinates": [[0.641, 0.302, 0.599], [-0.090, -0.641, 2.924], [-1.766, 3.038, 2.209], [0.092, 2.771, 1.377], [-1.639, 2.405, 3.100], [-2.350, 2.394, 1.526], [-1.329, -2.304, -1.591], [-1.490, -2.522, -0.088], [-2.384, -3.725, 0.160], [-2.324, -0.936, 0.425], [-3.379, -0.968, -0.865], [-3.169, -0.987, 1.621], [-1.309, 0.125, 0.057], [0.263, -2.885, 0.440], [0.580, -3.882, -0.868], [0.401, -3.749, 1.620], [1.033, -1.630, 0.105], [-2.241, -2.086, -2.001], [-0.884, -3.127, -2.001], [-0.723, -1.476, -1.789], [-3.380, -3.566, -0.257], [-2.477, -3.852, 1.236], [-1.946, -4.635, -0.258], [-4.177, -0.517, -0.567], [1.008, -4.657, -0.488], [3.668, 0.653, -0.924], [3.565, 1.419, 0.503], [4.864, 1.206, 1.076], [2.510, 0.656, 1.227], [3.189, 2.773, 0.212], [-4.714, 1.287, -3.128], [-3.381, 1.721, -2.583], [-3.276, 2.762, -1.668], [-1.999, 3.130, -1.272], [-0.921, 2.498, -1.722], [-1.143, 1.439, -2.482], [0.240, 0.402, -2.828], [-2.312, 1.039, -2.986], [-5.222, 2.116, -3.625], [-5.367, 0.943, -2.323], [-4.570, 0.474, -3.836], [-4.151, 3.270, -1.285], [-1.825, 3.930, -0.559], [4.808, 2.470, -2.983], [3.397, 1.338, -3.474], [4.099, -0.148, -4.398], [2.291, 2.309, -4.645], [2.599, 0.804, -1.855], [1.327, 0.682, -1.442], [5.267, 2.933, -3.862], [5.572, 1.921, -2.434], [4.434, 3.254, -2.322], [4.796, 0.159, -5.182], [3.300, -0.733, -4.858], [4.631, -0.797, -3.700], [2.910, 2.770, -5.421], [1.779, 3.104, -4.100], [1.536, 1.690, -5.125]]}

---

3.
{"formula": "C13H24Cl3N3NbO3Rb", "method": "ωB97M-V/def2-TZVPD", "charge": 2, "lumo_ev": [-10.62, -10.66], "multiplicity": 1, "species": ["N", "C", "O", "Rb", "Nb", "N", "N", "C", "C", "C", "C", "C", "C", "C", "C", "H", "H", "H", "H", "H", "H", "H", "H", "H", "H", "H", "H", "H", "H", "H", "H", "H", "H", "C", "H", "H", "H", "C", "H", "H", "H", "Cl", "C", "Cl", "Cl", "C", "O", "O"], "coordinates": [[-1.873, 0.355, -0.777], [-3.377, 0.247, 0.495], [-4.544, 0.143, 0.314], [-3.771, 1.153, -2.295], [-0.149, 0.156, -0.231], [0.394, 2.067, 0.264], [0.832, -0.743, -1.763], [-0.438, 3.199, 0.710], [0.764, -2.175, -2.163], [-1.487, 3.489, -0.358], [0.385, 4.469, 0.995], [-1.125, 2.769, 2.003], [1.271, -2.360, -3.605], [1.571, -3.138, -1.275], [-0.695, -2.577, -2.089], [-0.988, 3.795, -1.288], [-2.110, 4.326, -0.022], [-2.140, 2.629, -0.579], [1.065, 4.295, 1.844], [-0.319, 5.274, 1.268], [0.948, 4.775, 0.099], [-1.717, 1.845, 1.943], [-1.773, 3.574, 2.367], [-0.363, 2.596, 2.772], [0.790, -1.628, -4.261], [0.966, -3.356, -3.969], [2.365, -2.256, -3.707], [2.647, -2.948, -1.340], [1.401, -4.190, -1.573], [1.306, -3.062, -0.220], [-1.081, -2.605, -1.059], [-0.782, -3.578, -2.533], [-1.282, -1.843, -2.663], [2.049, -0.060, -2.205], [1.949, 1.013, -2.011], [3.055, -0.363, -1.831], [2.128, -0.150, -3.291], [1.856, 2.210, 0.360], [2.205, 2.628, 1.323], [2.335, 1.220, 0.225], [2.212, 2.890, -0.445], [-1.501, -2.478, 4.631], [-0.504, -2.536, 3.174], [1.200, -2.743, 3.623], [-1.052, -3.867, 2.088], [-0.704, -1.233, 2.311], [-1.583, -0.394, 2.513], [0.080, -1.246, 1.249]]}

---

4.
{"formula": "C13H24GaN4O5S2", "method": "ωB97M-V/def2-TZVPD", "charge": 1, "lumo_ev": [-2.76, -3.39], "multiplicity": 1, "e_above_lowest_ev": 1.953, "species": ["O", "H", "Ga", "N", "N", "O", "O", "C", "C", "C", "C", "H", "H", "H", "H", "H", "H", "H", "H", "O", "H", "H", "C", "H", "H", "H", "O", "H", "H", "C", "C", "N", "C", "C", "S", "C", "C", "S", "C", "N", "C", "H", "H", "H", "H", "H", "H", "H", "H"], "coordinates": [[0.160, 3.559, -0.848], [-0.420, 4.020, -0.210], [-1.054, -0.063, -0.451], [-1.521, -0.472, -2.291], [0.515, -0.974, -1.058], [-2.545, 0.324, -2.936], [1.670, -1.095, -0.274], [-0.615, -1.118, -3.052], [0.530, -1.491, -2.309], [-0.832, -1.381, -4.494], [1.636, -2.363, -2.759], [-1.517, -0.634, -4.923], [-1.257, -2.387, -4.675], [0.130, -1.313, -5.028], [2.417, -2.425, -1.997], [2.084, -2.011, -3.694], [1.271, -3.381, -2.951], [-3.079, -0.320, -3.462], [1.347, -1.047, 0.713], [-1.765, -1.863, 0.521], [-2.579, -2.352, 0.275], [-1.037, -2.519, 0.553], [1.229, 4.357, -1.212], [0.896, 5.368, -1.484], [1.673, 3.868, -2.085], [2.015, 4.468, -0.441], [-2.559, 0.995, -0.407], [-2.496, 1.777, 0.226], [-3.038, 1.185, -1.261], [0.842, 2.873, 1.794], [-0.399, 2.250, 1.360], [-0.435, 0.903, 1.119], [-1.001, 0.329, 2.307], [-1.914, 1.170, 2.901], [-1.931, 2.723, 2.103], [-0.363, -0.844, 2.824], [-0.509, -1.377, 4.102], [0.740, -2.481, 4.462], [1.439, -2.178, 2.893], [0.754, -1.349, 2.152], [2.721, -2.797, 2.496], [0.774, 3.962, 1.705], [1.035, 2.635, 2.855], [1.693, 2.551, 1.175], [-2.546, 0.892, 3.734], [-1.275, -1.088, 4.809], [3.091, -2.382, 1.552], [3.467, -2.627, 3.285], [2.561, -3.878, 2.388]]}

---

5.
{"formula": "C13H24N2O4S", "method": "ωB97M-V/def2-TZVPD", "charge": -1, "lumo_ev": [2.53, 2.47], "multiplicity": 2, "species": ["C", "C", "O", "C", "O", "O", "H", "H", "H", "H", "C", "C", "C", "C", "N", "H", "H", "H", "H", "H", "H", "H", "C", "C", "C", "C", "N", "H", "H", "H", "H", "H", "H", "H", "C", "S", "O", "C", "H", "H", "H", "H", "H", "H"], "coordinates": [[-21.258, -8.715, -24.983], [-20.906, -7.579, -26.002], [-19.463, -7.823, -26.004], [-19.096, -8.792, -25.220], [-17.942, -9.092, -25.132], [-20.157, -9.305, -24.512], [-22.024, -9.444, -25.250], [-21.765, -8.361, -24.085], [-21.086, -6.610, -25.537], [-21.461, -7.778, -26.919], [-21.530, -12.723, -25.420], [-21.629, -12.294, -26.882], [-23.117, -11.911, -27.286], [-23.956, -11.045, -26.290], [-24.483, -10.502, -25.455], [-20.588, -13.262, -25.326], [-22.285, -13.470, -25.172], [-21.510, -11.972, -24.630], [-21.272, -13.043, -27.589], [-21.188, -11.298, -26.866], [-23.759, -12.758, -27.528], [-23.064, -11.381, -28.237], [-28.185, -13.566, -31.658], [-27.314, -12.735, -32.507], [-26.718, -11.474, -31.848], [-26.151, -11.746, -30.604], [-25.694, -11.944, -29.613], [-28.524, -13.078, -30.744], [-27.674, -14.488, -31.380], [-28.988, -13.949, -32.287], [-27.711, -12.470, -33.487], [-26.475, -13.405, -32.692], [-27.560, -10.900, -31.460], [-26.195, -10.821, -32.546], [-21.736, -11.893, -33.592], [-20.604, -11.064, -32.336], [-20.902, -9.644, -31.989], [-20.718, -12.194, -30.897], [-21.759, -11.403, -34.566], [-22.678, -12.193, -33.134], [-21.458, -12.893, -33.926], [-21.575, -12.867, -30.849], [-20.698, -11.597, -29.986], [-19.796, -12.755, -30.741]]}

---

6.
{"formula": "C13H24N3O5P", "method": "ωB97M-V/def2-TZVPD", "lumo_ev": -2.51, "multiplicity": 1, "e_above_lowest_ev": 5.484, "species": ["C", "O", "C", "N", "C", "C", "C", "C", "O", "O", "C", "C", "O", "C", "N", "C", "C", "P", "N", "H", "H", "H", "H", "H", "H", "H", "H", "H", "H", "H", "H", "H", "H", "H", "H", "H", "H", "H", "C", "C", "O", "H", "H", "H", "H", "H"], "coordinates": [[-3.029, -1.726, 1.540], [-3.967, -0.760, 1.019], [-3.268, 0.416, 0.601], [-2.213, 0.111, -0.411], [-0.907, 0.304, 0.026], [0.196, 0.051, -0.897], [-0.025, -0.432, -2.263], [1.199, -0.677, -3.184], [0.976, -0.821, -4.364], [2.511, -0.691, -2.756], [2.749, -1.694, -1.738], [3.941, -1.281, -0.744], [4.740, -0.338, -1.491], [3.395, -0.625, 0.579], [4.403, -0.494, 1.660], [-1.443, -0.625, -2.689], [-2.508, -0.318, -1.719], [-4.309, -0.504, -2.235], [-4.505, 0.334, -3.571], [-2.087, -1.246, 1.932], [-3.454, -2.339, 2.375], [-2.732, -2.415, 0.691], [-3.976, 1.217, 0.246], [-2.766, 0.821, 1.532], [-0.686, 0.646, 1.074], [1.245, 0.230, -0.572], [3.104, -2.632, -2.266], [1.818, -2.003, -1.182], [4.573, -2.159, -0.448], [4.323, 0.542, -1.427], [2.463, -1.138, 0.963], [3.057, 0.434, 0.315], [4.940, 0.359, 1.447], [3.857, -0.215, 2.489], [-1.684, -0.991, -3.722], [-5.165, 0.100, -1.253], [-4.636, -1.885, -2.399], [-3.630, 0.771, -3.874], [-0.100, 3.157, 3.601], [1.002, 2.226, 3.058], [0.412, 1.161, 2.476], [-0.720, 2.656, 4.351], [0.351, 4.036, 4.083], [-0.752, 3.523, 2.801], [1.669, 2.035, 3.923], [1.640, 2.875, 2.422]]}

---

7.
{"formula": "C13H24NO7", "method": "ωB97M-V/def2-TZVPD", "charge": 1, "lumo_ev": -3.21, "multiplicity": 1, "species": ["C", "C", "O", "N", "C", "C", "C", "O", "C", "C", "O", "C", "C", "O", "O", "H", "H", "H", "H", "H", "H", "H", "H", "H", "H", "H", "H", "H", "H", "H", "H", "H", "H", "O", "C", "O", "C", "C", "C", "H", "H", "H", "H", "H", "H"], "coordinates": [[2.837, 4.285, 0.142], [4.064, 3.470, -0.218], [3.775, 2.387, -1.152], [3.594, 1.136, -0.540], [2.248, 0.582, -0.929], [1.109, 1.234, -0.150], [0.011, 0.247, 0.274], [-1.189, 0.610, -0.393], [-2.350, 0.428, 0.317], [-3.513, 1.069, -0.365], [-2.363, -0.199, 1.337], [4.706, 0.225, -0.963], [4.935, -0.823, 0.126], [4.290, -1.822, 0.194], [5.943, -0.479, 0.955], [2.115, 4.237, -0.673], [3.122, 5.328, 0.267], [2.350, 3.949, 1.056], [4.587, 3.065, 0.655], [4.789, 4.077, -0.756], [3.598, 1.246, 0.480], [2.305, -0.496, -0.776], [2.176, 0.801, -1.993], [1.496, 1.749, 0.735], [0.648, 2.006, -0.764], [0.280, -0.778, 0.001], [-0.144, 0.261, 1.352], [-4.284, 1.291, 0.366], [-3.930, 0.350, -1.073], [-3.210, 1.951, -0.923], [5.589, 0.839, -1.109], [4.422, -0.237, -1.905], [5.705, -0.589, 1.886], [-5.817, -0.984, 0.652], [-5.501, -2.121, 0.457], [-5.877, -2.797, -0.655], [-5.446, -4.167, -0.577], [-4.282, -4.164, 0.408], [-4.675, -3.028, 1.349], [-6.285, -4.770, -0.225], [-5.175, -4.493, -1.578], [-4.140, -5.125, 0.898], [-3.358, -3.910, -0.114], [-5.316, -3.368, 2.164], [-3.837, -2.474, 1.764]]}

---

8.
{"formula": "C13H25BN4O5P", "method": "ωB97M-V/def2-TZVPD", "charge": 1, "lumo_ev": -4.12, "multiplicity": 1, "smiles": "C#CCn1c(N)nc(B(O)OC)[n+]1CCCP(=O)(OCC)OCC", "species": ["C", "C", "C", "N", "C", "N", "N", "C", "B", "O", "O", "C", "N", "C", "C", "C", "P", "O", "O", "C", "C", "O", "C", "C", "H", "H", "H", "H", "H", "H", "H", "H", "H", "H", "H", "H", "H", "H", "H", "H", "H", "H", "H", "H", "H", "H", "H", "H", "H"], "coordinates": [[2.127, -4.007, -0.323], [3.039, -3.117, -0.696], [3.849, -1.764, -1.120], [3.512, -0.678, -0.120], [4.548, -0.174, 0.813], [5.844, -0.556, 0.936], [3.841, 0.825, 1.621], [2.463, 0.825, 1.117], [1.347, 1.792, 1.811], [0.009, 1.223, 2.011], [1.596, 3.175, 2.221], [0.688, 3.416, 3.370], [2.251, -0.129, -0.003], [1.010, -0.465, -0.771], [0.255, 0.799, -1.425], [-0.983, 0.309, -2.391], [-2.550, -0.117, -1.357], [-2.179, -0.449, 0.110], [-3.227, -1.510, -2.155], [-2.922, -2.729, -1.412], [-4.114, -2.936, -0.306], [-3.752, 1.093, -1.441], [-3.933, 1.791, -0.171], [-2.741, 2.886, 0.102], [1.317, -4.589, 0.273], [3.523, -1.428, -2.189], [4.977, -1.969, -1.059], [6.042, -1.549, 1.194], [6.670, 0.058, 0.857], [0.132, 0.264, 2.236], [1.007, 4.430, 3.854], [0.806, 2.525, 4.099], [-0.419, 3.562, 3.027], [0.306, -1.025, -0.034], [1.207, -1.229, -1.632], [0.944, 1.476, -2.050], [-0.253, 1.491, -0.633], [-0.620, -0.596, -3.006], [-1.257, 1.206, -3.077], [-3.004, -3.657, -2.117], [-1.866, -2.770, -0.960], [-3.564, -3.041, 0.717], [-4.802, -3.825, -0.545], [-4.703, -1.945, -0.261], [-4.898, 2.437, -0.296], [-4.131, 1.109, 0.733], [-1.894, 2.474, 0.762], [-2.273, 3.259, -0.900], [-3.227, 3.829, 0.586]]}

---

Question: The highest multiplicity belongs to which entry?
Answer: C13H24Br2N3O10P2S2SiV

---

Question: Which formula does entry 2 have?
Answer: C13H24Br2N3O10P2S2SiV